This record from OMol25 describes a cluster of 9 separate species, C33H89N5O14 in total. The level of theory is ωB97M-V with the def2-TZVPD basis set.

Values from the calculation:
Spin multiplicity   2
Orbital gap (alpha / beta)   1.49 / 8.28 eV
Total charge   -1
Strongest force on any atom   2.76 eV/A
E_tot   -2637.38125 hartree
HOMO (alpha / beta)   0.65 / -6.19 eV
<S²>   0.751

Each line ends with the Mulliken spin population.
Atoms and positions in Å:
O1 10.964 -9.209 23.449  -1.083
O2 15.098 -16.464 30.761  -0.008
O3 17.187 -8.430 21.367  -0.112
O4 13.251 -9.403 26.318  0.204
O5 13.673 -13.756 24.947  -0.046
O6 14.127 -5.687 27.650  -0.017
O7 15.938 -3.741 21.370  -0.168
O8 10.766 -1.327 27.881  -0.101
O9 12.023 -6.911 30.977  -0.042
O10 17.961 -11.429 26.628  -0.049
O11 15.497 -2.076 28.762  -0.100
O12 9.818 -18.158 29.281  -0.003
O13 15.051 -9.574 29.877  -0.025
O14 10.852 -11.152 25.519  -0.073
N1 14.437 -12.946 31.240  -0.007
N2 14.867 -6.591 21.109  -0.012
N3 11.113 -15.586 27.033  -0.011
N4 12.842 -3.649 29.596  -0.031
N5 11.878 -3.554 26.569  -0.042
C1 11.540 -8.124 30.435  0.079
C2 12.353 -4.555 30.642  -0.009
C3 15.852 -8.940 21.636  0.136
C4 18.070 -8.276 22.468  0.117
C5 15.201 -11.952 30.463  -0.047
C6 9.914 -16.853 28.831  0.006
C7 11.421 -2.383 25.818  0.365
C8 13.683 -12.443 24.461  0.012
C9 15.557 -5.474 27.468  0.251
C10 14.274 -5.367 21.669  0.221
C11 13.229 -3.914 26.136  -0.488
C12 14.947 -7.767 22.000  -0.321
C13 10.680 -18.444 30.417  -0.001
C14 11.880 -5.843 30.032  -0.001
C15 13.465 -2.469 30.260  0.044
C16 14.055 -8.661 25.385  -0.459
C17 16.559 -11.345 26.899  0.009
C18 11.225 -16.707 27.995  -0.006
C19 15.403 -8.848 31.037  0.124
C20 16.626 -2.158 29.663  0.146
C21 14.289 -10.840 30.029  -0.063
C22 10.960 -9.359 22.052  0.872
C23 15.320 -15.128 30.371  -0.014
C24 14.612 -4.127 20.919  0.125
C25 14.298 -1.527 29.267  -0.009
C26 15.185 -14.127 31.565  0.023
C27 12.259 -15.436 26.170  -0.017
C28 9.820 -0.768 28.789  0.023
C29 15.288 -17.460 29.676  0.006
C30 12.475 -13.949 25.722  0.008
C31 16.805 -3.350 20.255  0.056
C32 10.256 -1.657 26.637  0.046
C33 13.524 -5.439 26.364  0.058
H1 16.545 -2.394 19.801  -0.003
H2 15.255 -7.416 22.985  -0.019
H3 10.322 -10.208 21.804  -0.093
H4 13.607 -4.222 29.270  0.011
H5 16.476 -1.530 30.541  0.008
H6 16.204 -17.455 29.085  -0.002
H7 16.181 -13.896 31.942  0.008
H8 11.679 -10.958 25.961  0.041
H9 9.305 -2.184 26.708  -0.028
H10 16.329 -15.011 29.974  -0.005
H11 10.466 -8.480 21.638  -0.044
H12 9.077 -16.752 28.141  0.001
H13 13.821 -11.042 29.066  0.067
H14 11.548 -3.967 31.082  -0.010
H15 14.425 -17.490 29.011  -0.001
H16 12.095 -8.524 29.587  0.031
H17 15.522 -9.379 20.695  0.020
H18 12.256 -1.729 25.568  0.046
H19 13.462 -10.823 30.739  -0.006
H20 16.222 -10.938 27.852  0.100
H21 13.182 -15.874 26.550  0.004
H22 14.492 -8.680 31.612  0.019
H23 14.126 -2.913 31.005  -0.013
H24 15.345 -18.416 30.197  0.000
H25 13.193 -5.448 21.776  -0.260
H26 15.976 -5.671 28.455  0.068
H27 12.484 -13.428 26.680  0.025
H28 13.096 -4.897 31.362  0.009
H29 16.084 -12.326 26.873  -0.002
H30 12.667 -1.943 30.785  0.006
H31 14.659 -7.926 25.918  -0.061
H32 17.562 -1.849 29.196  -0.017
H33 14.545 -12.309 23.807  0.035
H34 10.779 -8.307 23.720  0.400
H35 9.728 -16.140 29.634  -0.002
H36 14.540 -4.302 19.846  -0.006
H37 11.748 -18.226 30.429  0.001
H38 11.656 -13.819 25.015  0.006
H39 15.992 -10.776 26.163  -0.049
H40 11.400 -8.937 31.147  -0.022
H41 12.542 -5.903 26.271  -0.075
H42 14.060 -3.403 26.622  0.038
H43 17.762 -3.225 20.760  -0.008
H44 15.876 -7.920 30.716  -0.011
H45 13.802 -11.767 25.308  0.072
H46 14.657 -9.384 24.834  0.212
H47 13.925 -8.143 22.058  0.115
H48 16.828 -4.163 19.529  0.006
H49 15.784 -6.422 20.721  0.013
H50 18.991 -7.891 22.031  0.003
H51 10.620 -19.514 30.613  0.000
H52 11.479 -17.644 27.499  0.002
H53 14.659 -14.834 29.555  0.018
H54 9.810 -0.726 26.288  -0.005
H55 12.388 -6.173 29.126  0.014
H56 9.534 0.250 28.522  -0.008
H57 13.217 -8.904 27.137  0.001
H58 10.420 -17.839 31.286  0.000
H59 16.080 -9.436 31.658  -0.013
H60 10.525 -7.995 30.059  -0.009
H61 10.860 -10.597 24.740  0.149
H62 13.927 -3.353 21.264  0.035
H63 14.713 -0.678 29.810  -0.033
H64 18.157 -12.236 26.146  0.004
H65 12.039 -16.388 28.645  0.010
H66 11.898 -9.569 21.538  0.031
H67 17.857 -7.604 23.300  0.002
H68 15.667 -9.563 22.511  0.011
H69 15.858 -6.121 26.645  -0.024
H70 14.678 -5.373 22.682  0.255
H71 13.618 -1.173 28.493  0.027
H72 11.895 -3.325 27.553  0.027
H73 8.961 -1.412 28.975  -0.003
H74 16.512 -3.204 29.946  -0.005
H75 12.115 -16.040 25.274  0.004
H76 15.963 -4.477 27.296  -0.059
H77 16.145 -11.714 30.953  0.004
H78 14.285 -12.632 32.188  -0.005
H79 10.367 -0.720 29.731  0.008
H80 10.819 -5.629 29.903  0.021
H81 12.835 -12.129 23.852  -0.014
H82 13.426 -8.121 24.678  0.147
H83 14.162 -5.766 25.543  0.176
H84 15.546 -12.492 29.581  0.017
H85 14.573 -14.578 32.346  -0.001
H86 11.023 -14.720 27.544  0.002
H87 13.270 -3.843 25.050  0.155
H88 18.316 -9.195 22.999  0.014
H89 10.988 -2.643 24.852  -0.144